(1)
A 13-piece molecular cluster, C5H38N2O13 overall in a non-equilibrium geometry. Source: the OMol25 dataset; level of theory: ωB97M-V with the def2-TZVPD basis set.

The geometry in XYZ format:
```
58
Properties=species:S:1:pos:R:3:forces:R:3:nbo_charge:R:1
N 1.14093 -0.41274 -1.14764 -0.52 1.24 -0.84 -0.901
C 0.93337 1.14840 -1.18677 -0.78 0.40 0.35 -0.068
C 2.26046 1.92981 -1.02036 -0.45 0.48 -0.66 -0.649
C 0.01730 1.62859 -0.10837 -3.73 -1.79 0.79 -0.260
N -1.31230 0.83237 -0.28833 -0.06 1.42 -1.23 -0.698
C -2.49036 1.59120 0.26483 -1.10 0.83 -1.16 -0.260
C -3.79117 0.67247 0.47831 0.43 4.02 -0.73 -0.069
O -4.17780 0.28965 -0.82010 -0.61 0.13 0.29 -0.732
H -3.91371 -0.61420 -0.94990 0.27 -0.75 -0.23 0.493
H 1.42937 -0.59675 -0.20779 0.16 -0.18 0.74 0.357
H 0.30279 -1.05934 -1.30884 1.17 1.91 0.20 0.402
H 0.44686 1.42365 -2.18132 1.05 -0.52 1.32 0.222
H 2.84913 1.98810 -0.08925 -0.48 -1.28 -0.09 0.221
H 2.16130 3.02562 -1.18989 -0.57 -0.79 -0.49 0.233
H 2.73998 1.49545 -1.86082 1.84 0.42 -0.28 0.226
H 0.33983 1.32642 0.85899 0.68 -0.20 0.55 0.214
H -0.31674 2.66026 0.03106 0.88 0.44 -1.01 0.194
H -1.32942 0.83078 -1.35744 -0.87 -0.19 2.03 0.392
H -2.85094 2.57847 -0.31074 0.66 -2.25 0.19 0.175
H -2.16113 2.15317 1.12246 0.22 -0.43 1.21 0.173
H -3.64073 -0.08234 1.15731 1.00 -2.55 1.10 0.161
H -4.63099 1.20327 1.05346 0.97 0.03 -1.38 0.170
H 0.76879 0.06896 3.09459 -1.28 -1.54 0.79 0.509
H 1.34830 1.23292 2.62381 0.58 -2.32 -1.51 0.494
O 1.32866 0.22527 2.34227 0.83 3.78 0.86 -0.996
H -1.36130 -0.56556 3.87260 -0.47 -2.39 0.51 0.507
H -1.53409 0.52546 2.81907 0.45 -0.50 0.65 0.470
O -1.07691 0.28713 3.65618 -0.70 2.31 -1.44 -0.971
H 3.88329 -1.10827 -3.29213 -0.69 0.65 0.46 0.493
H 2.70269 -0.34580 -2.35083 1.50 -0.85 -2.18 0.518
O 3.29308 -0.33110 -3.22890 -0.97 -0.39 1.88 -1.039
H 1.02071 1.16035 -4.07322 0.55 0.50 -0.21 0.447
H 2.51790 1.17221 -3.87228 1.01 -0.83 0.00 0.494
O 1.79788 1.74830 -4.08404 -1.66 0.56 -0.50 -0.946
H -0.08865 -0.74801 -3.70236 -1.04 -0.25 0.57 0.475
H -0.44208 -1.77902 -4.57155 1.63 -2.98 -4.64 0.465
O -0.80324 -1.40805 -3.85567 -0.58 3.02 4.05 -0.926
H -1.33704 2.28390 3.34539 3.16 2.12 2.13 0.453
H -0.56759 1.97478 4.54396 0.23 -2.40 2.51 0.474
O -0.51997 2.65762 3.94523 -3.01 1.58 -4.55 -0.929
H 0.39247 -2.39599 4.69504 0.05 0.35 0.38 0.483
H 0.08285 -2.54334 3.25933 -0.59 1.07 0.57 0.503
O -0.08535 -1.91411 4.01027 0.66 -2.09 -0.50 -0.981
H 3.92899 -2.73577 0.52060 0.26 2.60 0.51 0.479
H 3.45991 -1.19760 0.46639 -0.21 -0.22 -0.13 0.473
O 4.16455 -1.77387 0.76977 0.19 -2.34 -0.58 -0.951
H 3.54720 -2.18377 3.08075 2.00 -0.04 -0.35 0.477
H 2.43774 -1.17179 2.96960 -0.33 2.59 -0.55 0.487
O 2.63179 -2.05806 3.12609 -1.72 -2.81 1.02 -0.976
H -1.27478 -1.72345 1.02370 -1.83 2.38 -0.93 0.483
H 0.19675 -1.92725 1.26810 0.90 0.82 -0.11 0.479
O -0.64982 -2.33972 1.27774 1.04 -3.03 0.73 -0.957
H -1.78053 2.17003 -3.50531 -0.16 2.77 -0.96 0.477
H -2.65197 1.05762 -3.01199 -1.77 -0.46 0.32 0.492
O -1.77384 1.30983 -3.19680 1.85 -2.19 0.41 -0.946
H -1.61367 -2.88584 -0.95984 5.50 -3.19 5.98 0.460
H -1.65524 -2.35752 -2.41694 0.27 -0.17 0.65 0.503
O -2.10206 -2.57664 -1.58052 -5.82 3.48 -6.51 -0.973
```
Forces are in eV/Å.

Properties
DFT total energy: -35395.62245 eV
E_LUMO: 0.00701 hartree
M: 334.360 g/mol
Kohn-Sham gap: 9.36 eV



(2)
A 13-piece molecular cluster, C5H38N2O13 overall in a non-equilibrium geometry. Source: the OMol25 dataset; level of theory: ωB97M-V with the def2-TZVPD basis set.

The geometry in XYZ format:
```
58
Properties=species:S:1:pos:R:3:forces:R:3:nbo_charge:R:1
N -0.56767 -0.21769 -2.49045 0.42 0.02 0.30 -0.861
C -0.26083 -0.93785 -1.22518 -0.95 0.17 0.05 -0.057
C -1.20093 -2.14638 -1.04679 0.35 -0.22 0.01 -0.449
C -1.04563 -2.90971 0.26924 -0.17 0.11 0.57 -0.070
O -2.00136 -2.46013 1.27106 0.39 0.56 -0.04 -0.794
C -0.36301 0.06120 -0.06342 0.70 0.07 -0.47 -0.262
N 0.96268 0.64798 0.25239 -0.90 -0.53 0.44 -0.654
C 0.87297 1.48612 1.45122 0.25 -0.10 0.39 -0.440
H -0.61167 -0.87111 -3.26464 -0.03 -0.03 -0.01 0.376
H -1.48138 0.21495 -2.39035 -0.16 0.00 -0.12 0.397
H 0.76085 -1.29932 -1.29455 0.05 -0.10 -0.03 0.215
H -2.24994 -1.84671 -1.12432 0.05 0.10 -0.17 0.208
H -0.98720 -2.83734 -1.86968 -0.09 0.04 0.07 0.225
H -1.27261 -3.96756 0.15515 0.14 -0.01 -0.28 0.194
H -0.02216 -2.83654 0.66012 -0.23 0.01 -0.06 0.193
H -1.56737 -1.92687 1.98408 -0.04 -0.41 -0.18 0.520
H -0.73850 -0.44665 0.81089 0.17 -0.05 0.35 0.206
H -1.08140 0.85465 -0.28363 -0.14 -0.04 -0.09 0.200
H 1.22958 1.22690 -0.52648 0.17 0.19 -0.11 0.364
H 0.07337 2.23174 1.40711 0.03 0.04 -0.14 0.185
H 0.66123 0.85159 2.31850 -0.01 0.01 -0.15 0.201
H 1.83630 1.96565 1.63048 -0.06 0.06 -0.08 0.232
H 1.46754 1.87750 -3.63583 -0.02 0.11 0.10 0.492
H 0.61875 0.94342 -2.68525 -0.08 0.12 -0.10 0.509
O 1.31110 1.69850 -2.70066 -0.12 -0.33 -0.17 -1.035
H 2.52229 -0.55733 2.90588 0.26 0.04 0.16 0.468
H 3.36167 -1.10248 1.76624 0.24 0.00 0.18 0.499
O 3.44724 -0.69311 2.65431 -0.39 -0.06 0.10 -0.974
H -1.58952 3.21702 -0.21942 -0.77 -0.24 0.51 0.508
H -2.82195 2.32526 -0.49922 -0.01 0.18 0.32 0.495
O -2.43003 2.88782 0.20162 0.82 0.38 -0.75 -1.016
H 4.12925 0.87394 1.91891 0.12 0.57 -0.84 0.500
H 4.05030 1.31736 0.40581 -0.04 -0.18 0.21 0.472
O 4.34888 1.60308 1.27905 -0.09 -0.30 0.52 -0.998
H -1.40709 -0.96268 4.14221 0.09 0.31 -0.63 0.488
H -1.59841 0.04211 2.91113 -0.02 -0.15 0.48 0.520
O -1.09726 -0.75399 3.24277 -0.13 -0.06 0.14 -1.010
H 0.68228 4.02035 -0.61509 0.44 0.18 0.20 0.482
H 0.40665 2.93839 -1.71487 -0.21 0.79 0.55 0.507
O -0.01827 3.59454 -1.09962 -0.16 -0.80 -0.80 -0.988
H -4.73124 -1.06678 0.87822 0.25 -0.20 0.04 0.498
H -3.13350 -1.32406 0.80993 -0.70 -0.28 -0.05 0.523
O -3.89260 -0.70574 0.57285 0.31 -0.03 0.03 -1.020
H -4.33971 1.25002 -1.85656 -0.07 -0.02 -0.04 0.484
H -3.70153 0.32318 -0.77524 -0.10 0.14 -0.13 0.514
O -3.49999 0.99486 -1.46693 0.12 -0.20 -0.15 -0.998
H 4.36077 0.94518 -2.00310 -0.05 0.04 -0.10 0.489
H 2.77827 0.96754 -2.01383 0.59 -0.05 0.09 0.512
O 3.57922 0.59333 -1.56900 -0.27 0.13 -0.10 -1.005
H 2.21480 -2.82159 -0.64530 -0.01 -0.31 -0.18 0.499
H 2.49159 -4.21536 -1.25440 -0.41 0.32 0.05 0.469
O 1.78965 -3.55130 -1.15474 0.41 -0.21 0.03 -0.999
H 2.08336 -0.83333 0.30054 0.61 -0.09 -0.11 0.507
H 3.34842 -0.87704 -0.52896 -0.04 -0.27 0.27 0.517
O 2.88401 -1.42617 0.14251 -0.59 0.55 -0.31 -1.029
H -3.25368 0.54363 1.71948 0.10 0.48 0.30 0.488
H -2.54574 1.92145 1.66986 -0.08 -0.35 0.23 0.517
O -2.76084 1.17559 2.28595 0.07 -0.10 -0.33 -1.018
```
Forces are in eV/Å.

Properties
DFT total energy: -35402.37324 eV
E_LUMO: 0.00407 hartree
M: 334.360 g/mol
Kohn-Sham gap: 9.68 eV



> Which value of Kohn-Sham gap does entry 2 give?

9.68 eV



> Look up the M of the first one.

334.360 g/mol



> Which value of DFT total energy does entry 1 give?

-35395.62245 eV